This record from OMol25 describes a molecular structure, C27H62Ca2N3O9P. The level of theory is ωB97M-V/def2-TZVPD.

```
104
C27H62Ca2N3O9P (ωB97M-V/def2-TZVPD)
Ca 2.85004 -3.13975 -0.75905
Ca 2.57850 -3.34235 2.77924
P 4.49576 -4.48439 0.61872
O 3.06602 -4.77228 1.10277
O 4.07679 -3.04836 1.13396
O 4.41692 -4.59822 -0.92481
O 5.26355 -5.51920 1.38288
O -0.33893 -0.69554 0.47912
C 0.64721 -1.55525 0.17257
O 1.30563 -2.22066 1.01939
O 0.99072 -1.81370 -0.98553
H -0.51837 -0.39586 -0.41507
C -3.58761 0.66197 1.91505
C -4.14610 1.25675 3.20810
C -5.67608 1.19158 2.84702
O -5.67683 -0.05515 2.12511
C -4.46794 -0.39063 1.47810
H -2.54704 0.36829 2.05321
H -3.56581 1.53941 1.26873
H -3.87219 2.26507 3.51854
H -3.96003 0.61936 4.07251
H -5.96647 2.01755 2.19775
H -6.30479 1.15191 3.73655
H -4.50294 -0.26576 0.39584
H -4.22004 -1.37595 1.87280
C 4.08011 -2.73653 -4.93612
C 2.80092 -2.16738 -5.31906
C 2.04455 -2.10025 -4.03257
O 2.64212 -3.04562 -3.13761
C 3.66470 -3.72005 -3.82541
H 4.80322 -2.00492 -4.57561
H 4.63532 -3.17583 -5.76489
H 2.31059 -2.76258 -6.08939
H 2.99503 -1.18294 -5.74486
H 0.96329 -2.09751 -4.17033
H 2.24264 -1.10345 -3.63854
H 3.17050 -4.60644 -4.22314
H 4.54452 -4.01610 -3.25413
C -1.99898 3.82686 -0.21249
C -0.93738 2.96771 0.55299
N 0.48687 3.39783 0.27925
C 1.40746 2.66511 1.14576
C 1.35902 3.23990 2.53069
C 0.93512 3.12732 -1.09025
C 2.16912 4.03002 -1.38539
H -3.02581 3.46328 -0.25127
H -1.65089 3.93092 -1.24016
H -2.11029 4.89058 -0.00223
H -1.24289 3.01368 1.59829
H -1.04059 1.91432 0.29256
H 1.29189 1.59086 1.28978
H 2.45793 2.84596 0.91801
H 1.84622 2.66874 3.32095
H 1.66267 4.28670 2.52026
H 0.33723 3.45650 2.84233
H 0.24236 3.47869 -1.85492
H 1.00631 2.06105 -1.30494
H 2.39341 3.91840 -2.44620
H 3.08529 3.73338 -0.87476
H 1.95457 5.07843 -1.17828
C 1.00446 -1.02463 4.29085
C 2.27232 -1.44237 4.97906
N 3.40040 -1.55484 4.03519
C 4.57153 -2.16026 4.74816
C 5.87308 -2.35563 3.92397
C 3.75181 -0.35629 3.24035
C 4.05830 0.85504 4.05313
H 0.50089 -1.87275 3.82697
H 0.98446 -0.20906 3.56797
H 0.45585 -0.54361 5.10064
H 2.49444 -0.67777 5.72348
H 2.08795 -2.34325 5.56429
H 4.80285 -1.48551 5.57236
H 4.37810 -3.16802 5.11576
H 6.75106 -2.78434 4.40713
H 5.75870 -2.98230 3.03948
H 6.19027 -1.35244 3.63918
H 2.97399 -0.17784 2.49789
H 4.56411 -0.53145 2.53495
H 4.97839 0.82461 4.63675
H 3.31020 1.23346 4.74972
H 4.33815 1.71982 3.45152
C -6.41052 -1.25378 -3.57158
C -5.67748 -0.17082 -2.77264
N -4.56627 0.42104 -3.46011
C -5.02482 1.31553 -4.55749
C -3.84056 1.38955 -5.58395
C -3.76721 1.21787 -2.53860
C -2.96769 0.33720 -1.56613
H -5.74226 -2.11344 -3.62139
H -6.48294 -1.00092 -4.62937
H -7.38653 -1.50589 -3.15690
H -6.52057 0.51697 -2.70739
H -5.31995 -0.68328 -1.87953
H -5.27345 2.27272 -4.09916
H -5.81841 0.80699 -5.10496
H -2.94376 1.88396 -5.21057
H -4.22220 2.05974 -6.35420
H -3.73210 0.43040 -6.09027
H -3.04495 1.86957 -3.03025
H -4.41074 1.82649 -1.90333
H -3.40951 -0.62996 -1.32635
H -1.94521 0.23965 -1.93097
H -2.86033 0.89436 -0.63547
```

The calculation puts the largest force on an atom at 7.46 eV/A. As for the net charge: 0. As for the orbital gap: 6.1 eV. Its LUMO energy is -0.43 eV. For the energy relative to the best compared isomer or geometry (same formula, charge and spin), the calculation gives 476.0 kJ/mol. The spin multiplicity is 1.

***

This record from OMol25 describes 2 unconnected molecules or ions with the total composition C3H10NS. The level of theory is ωB97M-V/def2-TZVPD.

```
15
C3H10NS (ωB97M-V/def2-TZVPD)
C -1.52235 -1.44937 0.43921
S -2.31090 0.13217 -0.12440
H -1.14501 -1.34826 1.37606
H -2.12067 -2.30581 0.64051
H -0.67831 -1.72632 -0.20624
C 3.15657 0.50627 0.38708
C 1.58005 0.40488 0.32454
N 1.09605 0.52674 -1.03904
H 3.38734 1.18995 -0.44782
H 3.28940 1.20426 1.31071
H 3.63914 -0.48966 0.13360
H 1.44298 -0.53888 0.85331
H 1.23648 1.22630 0.97591
H 0.95742 -0.40484 -1.43119
H 0.00772 0.62065 -0.84617
```

The calculation puts the largest force on an atom at 3.74 eV/A. As for the net charge: -1. As for the orbital gap: 6.4 eV. Its LUMO energy is 3.89 eV. For the energy relative to the best compared isomer or geometry (same formula, charge and spin), the calculation gives 172.0 kJ/mol. The spin multiplicity is 1.

***

This record from OMol25 describes C4H5NO2 in the gas phase. The level of theory is ωB97M-V/def2-TZVPD.

```
12
C4H5NO2 (ωB97M-V/def2-TZVPD)
O -2.58537 0.71595 0.29189
C -1.74630 -0.12405 0.08305
C -0.39328 0.20946 -0.51167
C 0.59430 0.80234 0.53728
N 1.68985 -0.16462 0.60356
C 1.40470 -1.07687 -0.22215
O 0.25272 -0.99958 -0.93921
H -1.89527 -1.19466 0.33884
H -0.53365 0.86358 -1.37720
H 0.97479 1.78127 0.23160
H 0.13313 0.91970 1.52394
H 2.00854 -1.95316 -0.43385
```

The calculation puts the largest force on an atom at 0.55 eV/A. As for the net charge: 0. As for the orbital gap: 10.6 eV. Its LUMO energy is 0.71 eV. As for the structure (SMILES): O=C[C@H]1CN=CO1. For the energy relative to the best compared isomer or geometry (same formula, charge and spin), the calculation gives 117.9 kJ/mol. The spin multiplicity is 1.

***

This record from OMol25 describes a molecular structure, C3H6O3Tm. The level of theory is ωB97M-V/def2-TZVPD.

```
13
C3H6O3Tm (ωB97M-V/def2-TZVPD)
O -0.29641 -0.07413 -0.01468
C -0.35264 -1.50331 -0.23991
C -1.83742 -1.73196 -0.50749
O -2.44702 -0.65517 0.18758
C -1.65469 0.44391 -0.05787
Tm 1.66279 1.22444 0.14039
H -0.00327 -1.99644 0.67439
H -2.20651 -2.67576 -0.09532
H -2.06541 -1.67300 -1.58347
H -1.77511 1.19147 0.73373
H -1.83303 0.86972 -1.05892
H 0.28658 -1.77163 -1.08801
O 3.39418 1.58175 1.08112
```

The calculation puts the largest force on an atom at 6.23 eV/A. As for the net charge: +1. As for the orbital gap (alpha / beta): 7.0 / 6.9 eV. Its LUMO energy (alpha / beta) is -5.97 / -5.89 eV. For the energy relative to the best compared isomer or geometry (same formula, charge and spin), the calculation gives 289.7 kJ/mol. The spin multiplicity is 3.